No. 1
The following is a quantum chemistry calculation of HNO2S in the gas phase, from OMol25.

Structure (XYZ):
```
5
HNO2S | OMol25 | wB97M-V/def2-TZVPD
N -0.712 0.181 0.373
O 1.871 0.635 0.241
O -0.235 -1.170 0.275
S 0.574 -0.094 -0.645
H -1.498 0.448 -0.244
```

## Properties
maximum force = 9.08 eV Å⁻¹
E = -16431.4437 eV
energy above the lowest of the compared OMol25 structures with the same formula, charge and spin = 72.8 kcal per mole
HOMO level = -10.526 eV
Kohn-Sham gap = 9.9 eV
LUMO level = -0.02335 hartree



No. 2
The following is a quantum chemistry calculation of a molecular structure, C2H4CuMgO, from OMol25.

Structure (XYZ):
```
9
C2H4CuMgO | OMol25 | wB97M-V/def2-TZVPD
O 0.779 -0.505 -0.230
Mg 2.595 -1.200 0.603
C 0.050 0.369 0.319
C -1.171 0.707 -0.426
H -1.062 1.419 0.441
H -1.003 0.689 -1.501
H -2.138 0.281 -0.173
Cu 1.464 -2.777 -0.114
H 0.485 1.018 1.080
```

## Properties
maximum force = 4.89 eV Å⁻¹
E = -54247.7422 eV
total charge = +2
HOMO level (spin up / spin down) = -18.527 / -19.694 eV
Kohn-Sham gap (spin up / spin down) = 8.4 / 7.6 eV
LUMO level (spin up / spin down) = -0.37203 / -0.44515 hartree
spin multiplicity = 2



No. 3
The following is a quantum chemistry calculation of 2 unconnected molecules or ions with the total composition C3H6N2O2, from OMol25.

Structure (XYZ):
```
13
C3H6N2O2 | OMol25 | wB97M-V/def2-TZVPD
N 0.231 -1.199 -1.067
C -0.648 -1.173 -0.232
N -1.475 -1.204 0.685
C -2.857 -1.358 0.488
O -3.671 -1.035 1.308
H 0.644 -0.309 -1.352
H -3.133 -1.830 -0.471
C 1.850 1.395 0.481
O 0.849 1.558 -0.515
H 2.021 2.323 1.040
H 2.772 1.127 -0.038
H 1.601 0.594 1.189
H 0.018 1.763 -0.068
```

## Properties
maximum force = 0.64 eV Å⁻¹
E = -10282.1457 eV
energy above the lowest of the compared OMol25 structures with the same formula, charge and spin = 61.2 kcal per mole
HOMO level = -10.433 eV
Kohn-Sham gap = 11.0 eV
LUMO level = 0.02060 hartree



No. 4
The following is a quantum chemistry calculation of a molecular structure, C42H40Cr2N8O6, from OMol25.

Structure (XYZ):
```
98
C42H40Cr2N8O6 | OMol25 | wB97M-V/def2-TZVPD
Cr -1.710 -4.612 12.862
Cr -3.388 -6.747 10.074
C -1.446 -5.015 10.151
O -1.188 -3.954 10.852
O -2.222 -5.115 9.138
O -1.645 -6.011 10.991
C -4.579 -5.143 12.522
O -3.567 -5.291 13.406
O -4.477 -5.739 11.375
O -5.492 -4.374 12.809
N -5.073 -6.643 8.663
C -6.031 -7.546 8.462
C -6.995 -7.441 7.472
C -7.077 -6.264 6.751
C -6.162 -5.249 7.018
C -5.237 -5.481 8.012
H -6.064 -8.462 9.043
H -7.602 -8.314 7.279
H -7.840 -6.015 6.025
H -6.207 -4.325 6.463
H -4.597 -4.709 8.431
N -0.993 -6.374 13.990
C 0.116 -6.975 13.545
C 0.736 -8.042 14.162
C 0.100 -8.596 15.269
C -1.072 -8.030 15.730
C -1.574 -6.924 15.053
H 0.484 -6.629 12.587
H 1.654 -8.458 13.775
H 0.614 -9.345 15.862
H -1.563 -8.296 16.654
H -2.491 -6.470 15.411
N -5.959 -1.097 9.585
C -4.902 -1.779 10.022
C -3.603 -1.498 9.605
C -3.407 -0.433 8.736
C -4.520 0.181 8.191
C -5.787 -0.196 8.633
H -5.067 -2.538 10.785
H -2.743 -2.102 9.875
H -2.429 -0.140 8.372
H -4.457 0.872 7.357
H -6.643 0.320 8.210
N 0.499 -4.001 13.448
C 1.601 -4.148 12.703
C 2.880 -3.919 13.149
C 3.035 -3.499 14.475
C 1.919 -3.264 15.239
C 0.672 -3.478 14.661
H 1.424 -4.423 11.669
H 3.761 -4.076 12.545
H 4.056 -3.388 14.819
H 1.921 -2.855 16.240
H -0.233 -3.361 15.249
N -2.193 -8.069 8.788
C -1.028 -8.515 9.264
C -0.173 -9.331 8.558
C -0.529 -9.814 7.305
C -1.740 -9.363 6.813
C -2.527 -8.522 7.580
H -0.678 -8.159 10.225
H 0.768 -9.593 9.023
H 0.194 -10.359 6.715
H -2.030 -9.570 5.791
H -3.439 -8.147 7.128
N -2.258 -4.799 4.505
C -2.580 -4.508 5.763
C -3.166 -3.321 6.163
C -3.426 -2.353 5.208
C -3.109 -2.637 3.888
C -2.512 -3.857 3.599
H -2.375 -5.269 6.511
H -3.291 -3.083 7.213
H -3.934 -1.431 5.459
H -3.454 -1.978 3.103
H -2.393 -4.162 2.564
N 3.265 -3.252 6.869
C 2.105 -3.768 6.465
C 0.921 -3.641 7.187
C 0.945 -2.972 8.391
C 2.147 -2.420 8.820
C 3.268 -2.587 8.018
H 2.122 -4.358 5.555
H 0.027 -4.034 6.719
H 0.051 -2.778 8.973
H 2.153 -1.843 9.735
H 4.225 -2.166 8.312
N 2.292 -7.905 10.665
C 2.021 -6.741 10.071
C 2.920 -6.127 9.218
C 4.189 -6.652 9.042
C 4.500 -7.807 9.729
C 3.498 -8.426 10.466
H 1.087 -6.235 10.298
H 2.659 -5.168 8.789
H 4.847 -6.144 8.348
H 5.408 -8.374 9.565
H 3.664 -9.412 10.886
```

## Properties
maximum force = 6.81 eV Å⁻¹
E = -125253.7289 eV
HOMO level (spin up / spin down) = -6.977 / -7.151 eV
Kohn-Sham gap (spin up / spin down) = 7.1 / 7.2 eV
LUMO level (spin up / spin down) = 0.00618 / 0.00364 hartree
spin multiplicity = 9



No. 5
The following is a quantum chemistry calculation of C4H7ClNO4P in the gas phase, from OMol25.

Structure (XYZ):
```
18
C4H7ClNO4P | OMol25 | wB97M-V/def2-TZVPD
O -2.186 0.759 1.563
C -1.818 0.464 0.455
N -2.257 -0.646 -0.287
P -2.095 -2.219 0.456
O -0.466 -2.208 0.716
Cl -2.844 -2.047 2.365
O -0.937 1.253 -0.254
C 0.419 1.094 0.169
C 1.204 0.562 -1.011
C 2.563 1.139 -1.169
O 2.256 -0.233 -0.669
H -1.650 -0.686 -1.101
H -0.335 -2.486 1.630
H 0.534 0.326 0.924
H 0.856 2.041 0.441
H 0.653 0.359 -1.906
H 2.920 1.729 -0.345
H 3.183 0.799 -1.975
```

## Properties
maximum force = 2.63 eV Å⁻¹
E = -35752.0897 eV
energy above the lowest of the compared OMol25 structures with the same formula, charge and spin = 0.0 kcal per mole
HOMO level = -9.797 eV
Kohn-Sham gap = 10.5 eV
LUMO level = 0.02686 hartree



No. 6
The following is a quantum chemistry calculation of 2 unconnected molecules or ions with the total composition C4H12, from OMol25.

Structure (XYZ):
```
16
C4H12 | OMol25 | wB97M-V/def2-TZVPD
C 1.588 1.952 1.703
C 0.681 1.158 0.704
H 1.336 3.011 1.689
H 1.248 1.567 2.668
H 2.652 1.768 1.620
H -0.261 1.009 1.246
H 0.377 1.732 -0.184
H 1.192 0.274 0.325
C -1.639 -1.116 -1.556
C -0.645 -2.069 -0.871
H -1.925 -1.519 -2.534
H -2.438 -0.757 -0.917
H -1.071 -0.218 -1.863
H -0.885 -3.133 -0.944
H -0.577 -1.715 0.164
H 0.368 -1.942 -1.252
```

## Properties
maximum force = 1.86 eV Å⁻¹
E = -4340.5724 eV
energy above the lowest of the compared OMol25 structures with the same formula, charge and spin = 10.7 kcal per mole
total charge = -1
HOMO level (spin up / spin down) = 1.540 / -7.610 eV
Kohn-Sham gap (spin up / spin down) = 2.8 / 12.0 eV
LUMO level (spin up / spin down) = 0.15824 / 0.16263 hartree
spin multiplicity = 2



No. 7
The following is a quantum chemistry calculation of a gas-phase ion, C5H8N2 (charge +2), from OMol25.

Structure (XYZ):
```
15
C5H8N2 | OMol25 | wB97M-V/def2-TZVPD
C -2.497 -0.958 0.100
C -1.986 0.195 -0.116
N -1.251 1.193 -0.036
C 0.131 1.308 0.101
N 0.948 0.342 0.136
C 1.291 -1.017 -0.011
C 2.363 0.030 -0.021
H -2.958 -1.454 0.959
H -2.756 -1.366 -0.859
H -1.847 2.051 -0.276
H 0.641 2.307 0.194
H 1.117 -1.514 -1.010
H 1.275 -1.481 0.995
H 2.960 0.079 0.899
H 2.569 0.286 -1.055
```

## Properties
maximum force = 4.35 eV Å⁻¹
E = -8271.8790 eV
energy above the lowest of the compared OMol25 structures with the same formula, charge and spin = 50.5 kcal per mole
total charge = +2
HOMO level = -21.202 eV
Kohn-Sham gap = 10.5 eV
LUMO level = -0.39265 hartree



No. 8
The following is a quantum chemistry calculation of a molecular structure, C59H33BrI4N7ORe, from OMol25.

Structure (XYZ):
```
106
C59H33BrI4N7ORe | OMol25 | wB97M-V/def2-TZVPD
Re 0.313 -0.627 -0.713
I -1.197 -7.795 5.796
C -0.957 -6.276 4.349
C -0.822 -4.954 4.745
C -0.664 -3.966 3.791
C -0.623 -4.288 2.435
C -0.770 -5.622 2.056
C -0.941 -6.611 3.004
C -0.437 -3.253 1.403
C -1.342 -2.191 1.380
C -2.525 -2.084 2.182
C -3.219 -1.011 1.726
C -2.466 -0.459 0.635
C -2.916 0.538 -0.230
C -4.217 1.161 0.069
C -4.440 1.796 1.290
C -5.662 2.378 1.570
C -6.674 2.328 0.626
I -8.547 3.199 1.056
C -6.468 1.707 -0.596
C -5.247 1.121 -0.869
C -2.242 0.954 -1.388
N -1.019 0.522 -1.851
C -0.721 1.291 -2.950
C 0.471 1.286 -3.689
C 0.518 2.103 -4.920
C 1.517 3.046 -5.152
C 1.537 3.781 -6.324
C 0.556 3.576 -7.282
I 0.593 4.687 -9.080
C -0.449 2.646 -7.070
C -0.464 1.920 -5.894
C 1.559 0.459 -3.402
C 2.668 0.272 -4.291
C 3.333 -0.831 -3.869
C 2.638 -1.322 -2.715
N 1.611 -0.469 -2.392
C 2.859 -2.583 -2.161
C 2.079 -3.139 -1.136
C 2.472 -4.307 -0.414
C 1.582 -4.470 0.597
C 0.613 -3.423 0.484
N 0.937 -2.627 -0.589
C 3.911 -3.441 -2.741
C 3.533 -4.680 -3.259
C 4.460 -5.522 -3.839
C 5.788 -5.133 -3.899
I 7.216 -6.436 -4.758
C 6.185 -3.906 -3.394
C 5.248 -3.061 -2.827
C -1.783 2.213 -3.189
C -2.712 2.017 -2.219
N -1.306 -1.161 0.484
H -0.837 -4.696 5.794
H -0.555 -2.937 4.103
H -0.775 -5.876 1.007
H -1.063 -7.638 2.695
H -2.802 -2.763 2.964
H -4.168 -0.650 2.068
H -3.647 1.845 2.025
H -5.819 2.874 2.517
H -7.251 1.681 -1.337
H -5.087 0.607 -1.807
H 2.278 3.217 -4.405
H 2.315 4.512 -6.490
H -1.216 2.482 -7.812
H -1.232 1.179 -5.738
H 2.881 0.868 -5.155
H 4.180 -1.304 -4.324
H 3.349 -4.887 -0.623
H 1.609 -5.210 1.372
H 2.496 -4.974 -3.223
H 4.147 -6.471 -4.245
H 7.221 -3.607 -3.447
H 5.567 -2.110 -2.427
H -1.804 2.948 -3.968
H -3.620 2.566 -2.074
Br 2.513 8.054 4.045
C 1.520 6.506 4.503
C 0.193 6.633 4.904
C -0.513 5.514 5.280
C 0.079 4.244 5.202
C 1.411 4.131 4.767
C 2.131 5.258 4.443
N -0.637 3.173 5.668
N -0.504 1.985 5.397
C -0.030 1.341 4.317
C 0.603 0.101 4.514
C 1.162 -0.607 3.480
C 1.019 -0.178 2.141
O 1.441 -0.851 1.146
C 0.311 1.063 1.915
N 0.181 1.441 0.627
C -0.407 2.583 0.345
C -1.019 3.368 1.322
C -0.962 2.968 2.636
C -0.224 1.822 2.978
H -0.265 7.609 4.930
H -1.537 5.598 5.608
H 1.878 3.157 4.719
H 3.166 5.180 4.141
H 0.699 -0.251 5.532
H 1.709 -1.520 3.662
H -0.424 2.880 -0.695
H -1.542 4.264 1.036
H -1.488 3.531 3.390
```

## Properties
maximum force = 3.37 eV Å⁻¹
E = -178766.3865 eV
total charge = +1
HOMO level (spin up / spin down) = -9.317 / -9.315 eV
Kohn-Sham gap (spin up / spin down) = 4.8 / 4.7 eV
LUMO level (spin up / spin down) = -0.16559 / -0.17048 hartree
spin multiplicity = 2



No. 9
The following is a quantum chemistry calculation of a molecular structure, CFNO5S2Zn, from OMol25.

Structure (XYZ):
```
11
CFNO5S2Zn | OMol25 | wB97M-V/def2-TZVPD
Zn -1.644 0.907 -0.559
N -0.424 0.134 0.916
S -1.164 -1.462 0.769
O -1.827 -1.712 2.092
O -2.212 -0.978 -0.277
S 1.120 0.125 1.246
O 1.828 0.980 0.205
F 1.184 1.174 2.603
O 2.072 0.285 -2.837
C 1.117 0.335 -2.163
O -0.050 0.211 -1.994
```

## Properties
maximum force = 3.37 eV Å⁻¹
E = -85571.6063 eV
total charge = -1
HOMO level (spin up / spin down) = -3.545 / -5.425 eV
Kohn-Sham gap (spin up / spin down) = 6.4 / 8.0 eV
LUMO level (spin up / spin down) = 0.10432 / 0.09435 hartree
spin multiplicity = 2



No. 10
The following is a quantum chemistry calculation of 2 unconnected molecules or ions with the total composition C2H9N2OP, from OMol25.

Structure (XYZ):
```
15
C2H9N2OP | OMol25 | wB97M-V/def2-TZVPD
H -0.391 0.781 3.010
P -0.371 1.032 1.522
C -1.840 0.214 1.173
C -2.408 -0.169 -0.198
O -2.391 -1.527 -0.465
H -2.424 -0.084 2.092
H -2.014 0.404 -1.025
H -3.477 0.243 -0.153
H -2.904 -1.673 -1.244
N 3.220 -0.519 -1.041
N 3.050 0.528 -0.156
H 3.305 -0.274 -1.997
H 2.507 -1.215 -0.846
H 2.187 1.150 -0.345
H 3.952 1.108 -0.326
```

## Properties
maximum force = 3.74 eV Å⁻¹
E = -16532.8687 eV
energy above the lowest of the compared OMol25 structures with the same formula, charge and spin = 103.4 kcal per mole
HOMO level = -8.554 eV
Kohn-Sham gap = 8.5 eV
LUMO level = -0.00037 hartree



No. 11
The following is a quantum chemistry calculation of 2 unconnected molecules or ions with the total composition CH4FOP, from OMol25.

Structure (XYZ):
```
8
CH4FOP | OMol25 | wB97M-V/def2-TZVPD
C -1.065 -0.438 1.553
O -1.206 0.075 0.504
H -1.328 -1.457 1.927
H -0.805 0.161 2.518
F 1.018 0.881 -2.935
P 0.618 0.006 -1.580
H 2.059 -0.386 -1.255
H 0.709 1.158 -0.732
```

## Properties
maximum force = 4.34 eV Å⁻¹
E = -15154.0833 eV
energy above the lowest of the compared OMol25 structures with the same formula, charge and spin = 58.5 kcal per mole
HOMO level = -9.778 eV
Kohn-Sham gap = 10.2 eV
LUMO level = 0.01470 hartree



No. 12
The following is a quantum chemistry calculation of 2 unconnected molecules or ions with the total composition C4H10O, from OMol25.

Structure (XYZ):
```
15
C4H10O | OMol25 | wB97M-V/def2-TZVPD
C 1.981 -0.120 -0.398
C 1.016 -0.136 0.788
C 0.152 1.095 0.783
C -2.244 -0.613 -1.107
O 0.066 1.524 2.027
H 2.686 0.715 -0.317
H 1.432 -0.004 -1.338
H 2.562 -1.046 -0.444
H 0.305 -0.967 0.657
H 1.535 -0.292 1.746
H -1.589 0.213 -0.811
H -2.225 -0.732 -2.193
H -1.901 -1.540 -0.638
H -3.268 -0.404 -0.783
H -0.507 2.306 2.027
```

## Properties
maximum force = 0.46 eV Å⁻¹
E = -6355.0706 eV
energy above the lowest of the compared OMol25 structures with the same formula, charge and spin = 63.0 kcal per mole
HOMO level = -8.563 eV
Kohn-Sham gap = 9.4 eV
LUMO level = 0.03249 hartree



> Which value of maximum force does entry 9 give?

3.37 eV Å⁻¹